Here is 2 unconnected molecules or ions with the total composition C5H14 from OMol25. Energies are from the ωB97M-V functional and the def2-TZVPD basis.

Properties
- Kohn-Sham gap: 12.39 eV
- Strongest force on any atom: 0.8 eV Å⁻¹
- LUMO energy: 1.17 eV
- Energy: -5411.820 eV
- 2S+1: 1
- SMILES: CCC.CC

The geometry in XYZ format:
```
19
C5H14 (the ωB97M-V functional and the def2-TZVPD basis)
C 0.53 -0.28 -1.97
C -0.97 -0.17 -1.77
C -1.48 1.26 -1.65
H 1.06 0.46 -1.37
H 0.83 -0.08 -3.01
H 0.92 -1.27 -1.72
H -1.49 -0.71 -2.57
H -1.23 -0.76 -0.88
H -0.70 1.98 -1.90
H -2.28 1.49 -2.35
H -1.82 1.53 -0.65
C 0.59 -0.04 1.87
C 1.07 -0.84 3.07
H 1.40 0.52 1.39
H 0.08 -0.67 1.14
H -0.15 0.72 2.17
H 0.45 -1.72 3.25
H 1.10 -0.22 3.97
H 2.10 -1.19 2.95
```

***

Here is 2 unconnected molecules or ions with the total composition C5H14 in a non-equilibrium geometry from OMol25. Energies are from the ωB97M-V functional and the def2-TZVPD basis.

Properties
- Kohn-Sham gap: 12.11 eV
- Strongest force on any atom: 5.1 eV Å⁻¹
- LUMO energy: 1.08 eV
- Energy: -5410.589 eV
- 2S+1: 1
- SMILES: CCC.CC

The geometry in XYZ format:
```
19
C5H14 (the ωB97M-V functional and the def2-TZVPD basis)
C 1.63 -2.05 0.45
C 0.29 -1.23 0.20
C -0.94 -2.07 0.44
H 1.63 -2.91 -0.17
H 2.55 -1.52 0.17
H 1.72 -2.29 1.53
H 0.21 -0.93 -0.91
H 0.35 -0.32 0.70
H -0.86 -3.15 0.37
H -1.63 -1.98 -0.47
H -1.30 -1.74 1.45
C -0.53 2.20 0.26
C -0.42 2.91 -1.14
H -1.30 1.50 0.56
H 0.25 1.37 0.23
H -0.41 2.92 1.06
H -1.23 3.52 -1.38
H -0.49 2.22 -1.97
H 0.47 3.53 -1.38
```

***

Here is 2 unconnected molecules or ions with the total composition C5H14 in a non-equilibrium geometry from OMol25. Energies are from the ωB97M-V functional and the def2-TZVPD basis.

Properties
- Kohn-Sham gap: 12.35 eV
- Strongest force on any atom: 2.1 eV Å⁻¹
- LUMO energy: 1.04 eV
- Energy: -5411.664 eV
- 2S+1: 1
- SMILES: CCC.CC

The geometry in XYZ format:
```
19
C5H14 (the ωB97M-V functional and the def2-TZVPD basis)
C -1.14 1.49 -1.21
C -2.26 0.46 -1.38
C -1.93 -0.98 -1.67
H -0.60 1.67 -2.13
H -0.36 1.21 -0.49
H -1.64 2.35 -0.79
H -2.86 0.46 -0.47
H -2.90 0.82 -2.19
H -1.42 -1.30 -2.58
H -1.26 -1.41 -0.91
H -2.84 -1.57 -1.50
C 2.78 -0.13 1.31
C 2.01 -0.68 2.49
H 3.40 0.73 1.58
H 3.60 -0.82 1.04
H 2.13 0.11 0.48
H 2.61 -0.94 3.35
H 1.29 0.07 2.85
H 1.38 -1.52 2.21
```

***

Here is 2 unconnected molecules or ions with the total composition C5H14 in a non-equilibrium geometry from OMol25. Energies are from the ωB97M-V functional and the def2-TZVPD basis.

Properties
- Kohn-Sham gap: 12.14 eV
- Strongest force on any atom: 2.6 eV Å⁻¹
- LUMO energy: 1.09 eV
- Energy: -5411.414 eV
- 2S+1: 1
- SMILES: CCC.CC

The geometry in XYZ format:
```
19
C5H14 (the ωB97M-V functional and the def2-TZVPD basis)
C 0.36 -1.63 1.18
C 0.96 -0.39 1.87
C -0.12 0.47 2.60
H 1.09 -2.33 0.77
H -0.47 -2.14 1.66
H -0.02 -1.26 0.23
H 1.40 0.18 1.06
H 1.59 -0.69 2.71
H -0.55 1.10 1.81
H 0.39 1.08 3.34
H -0.99 -0.05 2.97
C -0.21 0.01 -2.32
C -0.69 1.41 -2.74
H 0.39 -0.33 -3.17
H 0.35 0.00 -1.40
H -1.02 -0.71 -2.21
H 0.08 2.06 -3.13
H -1.02 1.92 -1.83
H -1.54 1.31 -3.41
```

***

Here is 2 unconnected molecules or ions with the total composition C5H14 in a non-equilibrium geometry from OMol25. Energies are from the ωB97M-V functional and the def2-TZVPD basis.

Properties
- Kohn-Sham gap: 12.31 eV
- Strongest force on any atom: 3.9 eV Å⁻¹
- LUMO energy: 1.17 eV
- Energy: -5411.272 eV
- 2S+1: 1
- SMILES: CCC.CC

The geometry in XYZ format:
```
19
C5H14 (the ωB97M-V functional and the def2-TZVPD basis)
C -0.67 -2.70 -0.50
C 0.00 -1.32 -0.34
C -0.58 -0.42 -1.48
H -0.88 -3.03 0.53
H -0.26 -3.46 -1.14
H -1.66 -2.60 -0.97
H -0.08 -0.84 0.61
H 1.06 -1.46 -0.65
H -1.59 -0.15 -1.14
H -0.14 0.55 -1.71
H -0.74 -0.97 -2.41
C 1.41 1.92 1.13
C -0.06 2.15 1.21
H 2.01 2.72 1.56
H 1.81 0.95 1.42
H 1.72 1.86 0.06
H -0.42 2.93 0.52
H -0.28 2.65 2.16
H -0.66 1.24 1.12
```

***

Here is 2 unconnected molecules or ions with the total composition C5H14 in a non-equilibrium geometry from OMol25. Energies are from the ωB97M-V functional and the def2-TZVPD basis.

Properties
- Kohn-Sham gap: 12.57 eV
- Strongest force on any atom: 2.2 eV Å⁻¹
- LUMO energy: 1.16 eV
- Energy: -5411.677 eV
- 2S+1: 1
- SMILES: CCC.CC

The geometry in XYZ format:
```
19
C5H14 (the ωB97M-V functional and the def2-TZVPD basis)
C 1.12 -1.29 2.27
C 0.51 -0.84 0.94
C -1.02 -0.94 0.96
H 0.69 -0.72 3.08
H 2.22 -1.25 2.23
H 0.97 -2.35 2.49
H 0.85 0.19 0.84
H 0.94 -1.34 0.08
H -1.48 -0.07 1.45
H -1.38 -1.15 -0.05
H -1.28 -1.85 1.50
C 0.26 0.98 -2.30
C -0.79 1.98 -1.75
H -0.20 0.27 -2.99
H 0.88 1.67 -2.85
H 0.76 0.57 -1.44
H -1.40 2.37 -2.57
H -0.29 2.78 -1.21
H -1.51 1.49 -1.08
```